Entry 1:
Density functional theory data (ωB97M-V with the def2-TZVPD basis set) for 2 unconnected molecules or ions with the total composition C8H16F3NO2 in a non-equilibrium geometry.

Positions of all 30 atoms, in Å:
O  -1.22  2.26  2.20
C  -0.20  2.88  1.45
C  -0.11  2.23  0.09
N  -0.33  0.77  0.15
C  0.87  -0.09  -0.12
C  0.99  -1.22  0.92
C  1.98  -0.83  1.97
F  1.51  -0.28  3.11
C  3.31  -0.96  1.76
F  3.91  -2.11  1.48
F  4.16  0.08  1.80
H  -1.62  2.90  2.79
H  -0.45  3.93  1.28
H  0.75  2.90  1.98
H  0.87  2.45  -0.31
H  -0.81  2.68  -0.60
H  -1.01  0.52  -0.60
H  -0.76  0.46  1.02
H  1.78  0.49  -0.09
H  0.78  -0.56  -1.09
H  0.03  -1.44  1.38
H  1.34  -2.13  0.46
C  -1.27  -2.11  -2.80
C  -2.70  -1.61  -2.46
O  -2.69  -0.71  -1.45
H  -0.81  -2.59  -1.93
H  -1.28  -2.84  -3.61
H  -0.64  -1.27  -3.12
H  -3.28  -2.54  -2.26
H  -3.11  -1.26  -3.43

highest occupied orbital energy = -6.09 eV
Kohn-Sham gap = 5.60 eV

Need the Mulliken charges? In units of e they are: number 1, O, carries -0.5424; number 2, C, carries -0.4236; number 3, C, carries -0.6618; number 4, N, carries 0.2556; number 5, C, carries -0.4281; number 6, C, carries -0.8937; number 7, C, carries 0.3295; number 8, F, carries -0.2732; number 9, C, carries 0.2339; number 10, F, carries -0.2016; number 11, F, carries -0.2135; number 12, H, carries 0.3258; number 13, H, carries 0.3999; number 14, H, carries 0.2970; number 15, H, carries 0.3211; number 16, H, carries 0.4585; number 17, H, carries 0.0103; number 18, H, carries 0.3698; number 19, H, carries 0.4058; number 20, H, carries 0.1921; number 21, H, carries 0.5362; number 22, H, carries 0.3685; number 23, C, carries -0.8097; number 24, C, carries -0.3747; number 25, O, carries -0.8273; number 26, H, carries 0.1107; number 27, H, carries 0.4009; number 28, H, carries 0.1756; number 29, H, carries 0.2401; number 30, H, carries 0.2183



Entry 2:
Density functional theory data (ωB97M-V with the def2-TZVPD basis set) for a molecular structure, C8H16FKO6 in a non-equilibrium geometry.

Positions of all 32 atoms, in Å:
K  1.61  3.13  -3.36
F  0.09  0.59  0.52
C  -1.37  6.34  5.42
C  0.00  5.80  4.95
O  0.87  6.93  4.66
C  1.18  7.08  3.42
O  0.89  6.32  2.47
O  1.96  8.18  3.36
C  2.59  8.67  2.17
H  -1.88  5.59  6.02
H  -1.99  6.79  4.64
H  -1.26  7.21  6.07
H  -0.15  5.09  4.14
H  0.40  5.41  5.88
H  1.99  9.47  1.73
H  2.51  7.99  1.32
H  3.66  8.84  2.29
C  -0.50  -8.88  -5.96
C  0.24  -8.00  -4.94
O  -0.79  -7.51  -4.13
C  -0.56  -6.93  -2.95
O  0.44  -6.80  -2.32
O  -1.80  -6.40  -2.50
C  -1.90  -5.62  -1.31
H  -0.99  -9.73  -5.49
H  0.25  -9.13  -6.71
H  -1.31  -8.34  -6.47
H  0.74  -7.16  -5.41
H  1.02  -8.56  -4.42
H  -1.25  -5.94  -0.50
H  -2.92  -5.85  -0.99
H  -1.75  -4.57  -1.57

relative energy (zero: lowest compared OMol25 entry of this formula, charge and spin) = 76.8 kcal/mol
highest occupied orbital energy = -5.90 eV
Kohn-Sham gap = 3.86 eV

Need the Mulliken charges? In units of e they are: number 1, K, carries 0.9632; number 2, F, carries -0.9634; number 3, C, carries -1.1874; number 4, C, carries -0.1509; number 5, O, carries -0.2822; number 6, C, carries 0.7986; number 7, O, carries -0.6229; number 8, O, carries -0.3280; number 9, C, carries -0.7255; number 10, H, carries 0.3641; number 11, H, carries 0.3202; number 12, H, carries 0.3341; number 13, H, carries 0.3422; number 14, H, carries 0.2425; number 15, H, carries 0.2924; number 16, H, carries 0.3218; number 17, H, carries 0.2812; number 18, C, carries -1.1317; number 19, C, carries -0.2453; number 20, O, carries -0.2060; number 21, C, carries 0.6510; number 22, O, carries -0.5232; number 23, O, carries -0.3259; number 24, C, carries -0.6219; number 25, H, carries 0.2984; number 26, H, carries 0.3721; number 27, H, carries 0.3075; number 28, H, carries 0.2910; number 29, H, carries 0.3229; number 30, H, carries 0.3157; number 31, H, carries 0.2231; number 32, H, carries 0.2723



Entry 3:
Density functional theory data (ωB97M-V with the def2-TZVPD basis set) for a single C8H16FN2O6PS molecule in a non-equilibrium geometry.

Positions of all 35 atoms, in Å:
C  -2.07  0.20  4.63
O  -1.98  -0.88  3.74
C  -0.90  -0.70  2.84
C  -0.86  -1.87  1.88
C  -0.69  -1.52  0.38
C  0.15  -0.27  0.01
S  1.69  -0.03  0.90
O  2.75  0.29  0.01
O  1.90  -1.06  1.85
F  1.36  1.28  1.67
C  0.64  -0.54  -1.46
C  0.67  0.85  -2.04
P  1.21  1.06  -3.75
N  1.20  -0.21  -4.64
O  2.69  1.67  -3.62
O  0.32  2.26  -4.33
N  -0.67  1.40  -1.67
C  -0.76  0.98  -0.27
O  -1.49  1.53  0.51
H  -2.52  1.08  4.16
H  -2.64  -0.10  5.50
H  -1.08  0.50  5.00
H  0.02  -0.69  3.43
H  -1.02  0.27  2.34
H  -0.13  -2.61  2.17
H  -1.83  -2.36  1.97
H  -0.20  -2.36  -0.09
H  -1.67  -1.42  -0.07
H  1.51  -1.17  -1.59
H  -0.17  -1.07  -1.96
H  1.34  1.48  -1.47
H  0.86  -1.03  -4.17
H  3.01  1.88  -4.50
H  0.64  2.43  -5.23
H  -1.33  0.77  -2.14

SMILES string = COCCC[C@@]1(S(=O)(=O)F)C[C@@H](P(=N)(O)O)NC1=O
highest occupied orbital energy = -9.53 eV
Kohn-Sham gap = 9.75 eV

Need the Mulliken charges? In units of e they are: number 1, C, carries -0.7651; number 2, O, carries -0.4429; number 3, C, carries -0.4232; number 4, C, carries -0.8825; number 5, C, carries -1.1724; number 6, C, carries 1.5064; number 7, S, carries 1.4089; number 8, O, carries -0.6169; number 9, O, carries -0.5937; number 10, F, carries -0.2344; number 11, C, carries -2.1151; number 12, C, carries 0.3448; number 13, P, carries 0.9986; number 14, N, carries -0.8096; number 15, O, carries -0.5324; number 16, O, carries -0.5124; number 17, N, carries -0.4837; number 18, C, carries 0.0050; number 19, O, carries -0.4879; number 20, H, carries 0.2723; number 21, H, carries 0.2994; number 22, H, carries 0.3087; number 23, H, carries 0.3159; number 24, H, carries 0.4942; number 25, H, carries 0.3468; number 26, H, carries 0.5106; number 27, H, carries 0.3142; number 28, H, carries 0.4492; number 29, H, carries 0.3611; number 30, H, carries 0.6921; number 31, H, carries 0.1505; number 32, H, carries 0.2607; number 33, H, carries 0.3350; number 34, H, carries 0.3580; number 35, H, carries 0.3397



Entry 4:
Density functional theory data (ωB97M-V with the def2-TZVPD basis set) for 2 unconnected molecules or ions with the total composition C8H16FO3S.

Positions of all 29 atoms, in Å:
C  1.87  -0.75  0.73
C  2.11  0.59  -0.01
C  0.95  1.58  0.16
C  2.54  0.39  -1.48
C  1.77  -0.60  -2.34
S  -0.05  -0.58  -2.26
H  0.87  -0.79  1.17
H  2.01  -1.63  0.09
H  2.56  -0.87  1.56
H  2.97  1.06  0.46
H  0.98  2.38  -0.59
H  -0.04  1.10  0.11
H  1.00  2.05  1.14
H  2.57  1.36  -1.99
H  3.57  0.01  -1.48
H  1.95  -0.43  -3.41
H  2.01  -1.64  -2.14
H  -0.28  0.73  -2.08
H  -0.24  -0.95  -0.98
C  -2.97  -1.27  1.13
C  -3.63  0.06  0.81
O  -3.08  0.91  1.79
C  -1.89  0.41  2.21
O  -1.08  0.98  2.84
O  -1.75  -0.87  1.74
F  -4.96  0.03  0.91
H  -3.60  -1.82  1.84
H  -2.77  -1.90  0.27
H  -3.37  0.47  -0.18

relative energy (zero: lowest compared OMol25 entry of this formula, charge and spin) = 0.0 kcal/mol
highest occupied orbital energy = -14.47 eV
net charge = +1
Kohn-Sham gap = 10.70 eV

Need the Mulliken charges? In units of e they are: number 1, C, carries -1.2815; number 2, C, carries 0.8527; number 3, C, carries -1.1553; number 4, C, carries -0.9486; number 5, C, carries -0.6057; number 6, S, carries 0.0772; number 7, H, carries 0.2454; number 8, H, carries 0.3438; number 9, H, carries 0.3153; number 10, H, carries 0.3701; number 11, H, carries 0.3488; number 12, H, carries -0.0933; number 13, H, carries 0.3719; number 14, H, carries 0.3887; number 15, H, carries 0.3481; number 16, H, carries 0.4647; number 17, H, carries 0.4288; number 18, H, carries 0.2888; number 19, H, carries 0.2291; number 20, C, carries -0.3876; number 21, C, carries 0.3583; number 22, O, carries -0.3161; number 23, C, carries 0.6813; number 24, O, carries -0.4564; number 25, O, carries -0.3248; number 26, F, carries -0.2757; number 27, H, carries 0.2837; number 28, H, carries 0.2634; number 29, H, carries 0.1849



Entry 5:
Density functional theory data (ωB97M-V with the def2-TZVPD basis set) for a molecular structure, C8H16FeO8Rb2 in a non-equilibrium geometry.

Positions of all 35 atoms, in Å:
Fe  19.48  -39.72  -9.95
Rb  21.57  -36.21  -10.77
Rb  17.07  -42.09  -7.64
O  19.21  -37.73  -10.51
C  18.04  -37.43  -9.80
C  17.42  -38.53  -9.01
O  18.24  -39.48  -8.35
H  17.27  -37.02  -10.46
H  18.28  -36.59  -9.12
H  16.86  -39.15  -9.76
H  16.59  -38.21  -8.37
C  15.81  -34.57  -8.16
O  14.88  -33.90  -8.98
C  15.41  -32.98  -9.80
O  16.58  -32.78  -10.00
O  14.40  -32.33  -10.37
C  14.70  -31.17  -11.14
H  16.51  -33.86  -7.74
H  16.31  -35.36  -8.73
H  15.27  -35.09  -7.36
H  13.85  -30.50  -11.06
H  14.84  -31.42  -12.20
H  15.62  -30.72  -10.78
C  15.57  -40.07  -12.81
O  16.14  -38.78  -12.72
C  15.29  -37.78  -12.45
O  14.12  -37.89  -12.22
O  15.98  -36.64  -12.46
C  15.26  -35.41  -12.25
H  16.22  -40.72  -13.40
H  14.61  -40.10  -13.33
H  15.48  -40.51  -11.82
H  15.86  -34.76  -11.62
H  14.30  -35.61  -11.78
H  15.15  -34.95  -13.23

multiplicity = 5
highest occupied orbital energy (alpha / beta) = -14.58 / -14.58 eV
<S²> = 6.013
net charge = +2
Kohn-Sham gap (alpha / beta) = 6.47 / 6.35 eV

Need the Mulliken charges? In units of e they are: number 1, Fe, carries 0.8020; number 2, Rb, carries 1.0180; number 3, Rb, carries 0.9715; number 4, O, carries -1.0151; number 5, C, carries 0.6113; number 6, C, carries -0.4019; number 7, O, carries -0.8802; number 8, H, carries -0.1152; number 9, H, carries 0.4662; number 10, H, carries 0.1355; number 11, H, carries 0.4102; number 12, C, carries -0.2992; number 13, O, carries -0.3028; number 14, C, carries 0.8595; number 15, O, carries -0.5836; number 16, O, carries -0.3238; number 17, C, carries -0.6898; number 18, H, carries 0.3450; number 19, H, carries -0.1537; number 20, H, carries 0.2966; number 21, H, carries 0.2426; number 22, H, carries 0.2693; number 23, H, carries 0.3436; number 24, C, carries -0.7114; number 25, O, carries -0.2762; number 26, C, carries 0.8567; number 27, O, carries -0.5500; number 28, O, carries -0.3410; number 29, C, carries -0.6465; number 30, H, carries 0.2648; number 31, H, carries 0.3337; number 32, H, carries 0.2396; number 33, H, carries 0.0935; number 34, H, carries 0.3847; number 35, H, carries 0.3460



Entry 6:
Density functional theory data (ωB97M-V with the def2-TZVPD basis set) for 2 unconnected molecules or ions with the total composition C8H16N2 in a non-equilibrium geometry.

Positions of all 26 atoms, in Å:
C  -0.03  -2.70  0.10
C  1.11  -2.56  1.03
C  0.19  -1.73  -1.02
C  0.46  -1.95  -2.37
C  -0.09  0.17  -2.03
N  -0.05  -0.37  -0.83
N  0.32  -0.70  -2.98
H  -0.20  -3.77  -0.17
H  -1.08  -2.51  0.45
H  1.20  -3.35  1.83
H  1.01  -2.68  -2.97
H  -0.36  1.21  -2.20
H  0.28  -0.65  -3.98
H  1.15  -1.56  1.60
H  2.07  -2.73  0.49
C  -0.59  2.96  1.26
C  0.71  2.18  1.16
C  -1.84  2.06  1.18
H  -0.63  3.48  2.23
H  -0.52  3.71  0.46
H  1.44  2.78  0.61
H  -2.70  2.40  0.58
H  -1.52  1.12  0.74
H  0.62  1.21  0.65
H  1.34  2.01  2.02
H  -2.30  1.95  2.15

relative energy (zero: lowest compared OMol25 entry of this formula, charge and spin) = 30.5 kcal/mol
SMILES string = CCc1c[nH]cn1.CCC
highest occupied orbital energy = -8.69 eV
Kohn-Sham gap = 9.55 eV

Need the Mulliken charges? In units of e they are: number 1, C, carries -0.3428; number 2, C, carries -1.0250; number 3, C, carries 0.0961; number 4, C, carries -0.4706; number 5, C, carries -0.4111; number 6, N, carries -0.2327; number 7, N, carries -0.1112; number 8, H, carries 0.3113; number 9, H, carries 0.2305; number 10, H, carries 0.3451; number 11, H, carries 0.3375; number 12, H, carries 0.4406; number 13, H, carries 0.2041; number 14, H, carries 0.1742; number 15, H, carries 0.3192; number 16, C, carries -0.2050; number 17, C, carries -0.6700; number 18, C, carries -0.7401; number 19, H, carries 0.2652; number 20, H, carries 0.2431; number 21, H, carries 0.3094; number 22, H, carries 0.2739; number 23, H, carries 0.0538; number 24, H, carries -0.0536; number 25, H, carries 0.3526; number 26, H, carries 0.3053